{"formula": "C5H6N2S", "method": "ωB97M-V with the def2-TZVPD basis set", "symbols": ["N", "C", "C", "C", "C", "S", "C", "N", "H", "H", "H", "H", "H", "H"], "positions_angstrom": [[3.164885, -0.114999, 0.034171], [1.791045, -0.010015, 0.016878], [1.149609, 1.191796, -0.111590], [-0.231093, 1.228927, 0.037927], [-0.927082, 0.013960, -0.044476], [-2.735271, 0.003611, -0.021584], [-0.207142, -1.170499, -0.126891], [1.098791, -1.163074, -0.016276], [3.525623, -1.040481, 0.270574], [3.664541, 0.729389, 0.367223], [1.647761, 2.132197, -0.111949], [-0.733847, 2.132484, -0.008118], [-2.890188, -0.455977, 1.241876], [-0.747304, -2.133899, -0.170617]], "atomic_forces_ev_per_a": [[0.38, 0.66, 0.48], [0.04, -1.53, -0.71], [-1.30, 1.09, 1.14], [0.96, -2.60, -1.34], [-1.01, 0.61, 0.37], [0.52, -0.13, 0.20], [-0.64, 0.32, 0.58], [1.28, -0.54, -0.06], [-0.12, 0.71, -0.03], [-0.38, -1.31, -0.32], [0.67, 0.46, -0.14], [-0.99, 1.61, 0.23], [0.06, 0.12, -0.29], [0.51, 0.52, -0.12]], "spin_multiplicity": 1, "total_charge": 0, "orbital_gap_ev": 9.358, "smiles": "Nc1ccc(S)cn1", "max_force_ev_per_a": 3.1}